DFT (ωB97M-V with the def2-TZVPD basis set) results for 13 unconnected molecules or ions with the total composition C6H36O12 at a distorted geometry.

Values from the calculation:
* Kohn-Sham gap: 10.04 eV
* F_max: 1.19 eV/A
* energy relative to the best compared isomer or geometry (same formula, charge and spin): 0.00 kJ/mol
* highest occupied orbital energy: -10.093 eV

Last columns: bonded neighbours and bond lengths (Å).
Cartesian coordinates (Å):
1 C -3.230 -0.257 0.056  C2 1.529, H7 1.091, H8 1.094, H9 1.084
2 C -2.200 -0.748 1.074  C1 1.529, C3 1.538, H10 1.098, H11 1.091
3 C -0.807 -0.154 0.810  C2 1.538, C4 1.538, H12 1.094, H13 1.088
4 C 0.028 -0.953 -0.204  C3 1.538, C6 1.508, H14 1.089, H15 1.091
5 C 1.377 -2.552 1.156  C6 1.328, H16 1.084, H17 1.089
6 C 0.381 -2.328 0.306  C4 1.508, C5 1.328, H18 1.082
7 H -4.155 -0.822 0.177  C1 1.091
8 H -2.875 -0.402 -0.968  C1 1.094
9 H -3.438 0.802 0.156  C1 1.084
10 H -2.485 -0.448 2.091  C2 1.098
11 H -2.152 -1.836 1.138  C2 1.091
12 H -0.242 -0.090 1.745  C3 1.094
13 H -0.891 0.865 0.439  C3 1.088
14 H 0.931 -0.390 -0.433  C4 1.089
15 H -0.551 -1.034 -1.124  C4 1.091
16 H 2.022 -1.783 1.564  C5 1.084
17 H 1.680 -3.541 1.498  C5 1.089
18 H -0.201 -3.147 -0.095  C6 1.082
19 H -1.329 2.903 1.279  O21 0.988
20 H -2.796 2.551 0.896  O21 0.959
21 O -2.067 3.128 0.662  H19 0.988, H20 0.959
22 H 3.117 2.839 0.908  O24 0.984
23 H 2.566 1.693 0.022  O24 1.000
24 O 2.384 2.183 0.874  H22 0.984, H23 1.000
25 H 2.826 0.877 2.142  O27 0.983
26 H 2.136 0.257 3.425  O27 0.990
27 O 2.947 0.214 2.858  H25 0.983, H26 0.990
28 H 1.562 -0.597 -3.764  O30 0.990
29 H 1.053 0.867 -3.804  O30 0.985
30 O 1.866 0.337 -3.637  H28 0.990, H29 0.985
31 H 0.275 3.389 2.750  O33 0.959
32 H 0.881 2.409 1.702  O33 0.993
33 O 0.091 2.572 2.281  H31 0.959, H32 0.993
34 H -1.429 -3.327 -1.916  O36 0.945
35 H -2.315 -3.537 -3.166  O36 0.972
36 O -1.400 -3.512 -2.842  H34 0.945, H35 0.972
37 H -1.076 0.584 -3.653  O39 0.949
38 H -0.762 2.010 -3.115  O39 0.984
39 O -0.644 1.398 -3.877  H37 0.949, H38 0.984
40 H 0.218 2.878 -1.243  O42 0.973
41 H -1.264 3.057 -0.884  O42 0.989
42 O -0.661 2.926 -1.658  H40 0.973, H41 0.989
43 H 0.028 -0.210 4.015  O45 0.980
44 H 0.218 1.332 3.644  O45 0.978
45 O 0.529 0.607 4.221  H43 0.980, H44 0.978
46 H 3.817 0.393 -1.324  O48 0.966
47 H 2.658 0.823 -2.279  O48 1.004
48 O 3.152 1.083 -1.445  H46 0.966, H47 1.004
49 H -0.374 -1.976 2.661  O51 0.969
50 H -0.027 -2.336 4.090  O51 0.956
51 O -0.626 -1.796 3.578  H49 0.969, H50 0.956
52 H 0.558 -2.337 -5.048  O54 0.971
53 H -0.010 -2.684 -3.640  O54 0.988
54 O 0.705 -2.182 -4.101  H52 0.971, H53 0.988